# 1
Computed, not measured: a molecular structure, C23H22BMgN11OSe in a non-equilibrium geometry, with wB97M-V/def2-TZVPD.

```
60
Properties=species:S:1:pos:R:3:forces:R:3
Mg -0.4855 -0.1040 0.2124 0.15 -0.33 0.57
C 0.1018 4.1498 0.4259 0.02 0.07 0.05
C 0.0229 2.9381 1.1082 0.01 -0.11 -0.17
N -0.2524 1.9348 0.2688 0.02 0.71 -0.28
N -0.3792 2.4976 -0.9738 -0.12 -0.16 0.23
C -0.1585 3.8238 -0.8908 0.05 -0.18 0.00
B -0.8573 1.6525 -2.2254 0.13 -0.07 -0.06
N -2.1911 0.8794 -1.8346 0.06 -0.11 0.26
C -3.4112 0.9384 -2.4036 0.16 -0.06 0.05
C -4.2832 0.1495 -1.6801 -0.07 -0.05 0.05
C -3.5046 -0.3810 -0.6533 0.18 0.06 -0.14
N -2.2417 0.0447 -0.7490 -0.80 0.31 -0.53
N 0.2481 0.5887 -2.5282 0.07 -0.06 0.11
C 0.9846 0.3271 -3.6290 -0.16 0.02 0.31
C 1.8102 -0.7450 -3.3599 0.06 -0.13 0.01
C 1.5181 -1.0986 -2.0468 -0.18 0.19 0.05
N 0.5807 -0.2984 -1.5250 0.26 0.26 -1.01
N -1.1752 2.6197 -3.3516 -0.04 -0.13 0.28
C -2.1134 3.6146 -3.2734 0.13 -0.25 0.08
C -2.0979 4.2970 -4.4533 0.08 0.09 -0.29
C -1.0982 3.6469 -5.2162 0.05 0.07 -0.13
N -0.5440 2.6463 -4.5580 -0.36 0.24 0.24
H 0.3130 5.1293 0.8291 -0.02 -0.17 -0.06
H 0.1418 2.7537 2.1655 0.06 -0.05 -0.03
H -0.1882 4.4532 -1.7675 -0.04 -0.10 0.08
H -3.5944 1.5254 -3.2896 0.09 -0.03 0.07
H -5.3330 -0.0112 -1.8745 0.16 0.00 0.04
H -3.7965 -1.0498 0.1452 0.02 0.05 -0.07
H 0.8688 0.9293 -4.5124 -0.06 0.01 0.02
H 2.5190 -1.2157 -4.0251 -0.11 0.11 0.10
H 1.9439 -1.9024 -1.4681 -0.02 0.00 0.05
H -2.7184 3.7584 -2.3867 0.13 -0.05 -0.12
H -2.7111 5.1406 -4.7344 0.10 -0.12 0.03
H -0.7605 3.8788 -6.2187 -0.06 -0.04 0.15
Se -1.5954 0.0244 2.8967 0.10 0.04 0.04
C 0.0096 -0.1906 3.8640 -0.03 0.02 -0.04
C 1.2637 0.0087 3.2803 -0.04 0.04 0.10
C 2.3968 -0.2334 4.0383 -0.11 -0.07 0.28
N 2.3516 -0.6482 5.3100 -0.25 0.04 -0.12
C 1.1498 -0.8032 5.8739 0.30 0.04 -0.17
C -0.0446 -0.5881 5.1971 -0.01 -0.03 0.07
H 1.3629 0.3694 2.2653 0.01 0.04 -0.05
H 3.3859 -0.0952 3.6119 -0.03 0.05 0.03
H 1.1448 -1.1115 6.9129 0.00 -0.02 -0.03
H -0.9961 -0.7347 5.6928 0.06 0.01 -0.01
N 3.9588 -3.2160 2.3693 -0.01 -0.06 -0.19
C 3.2606 -3.9955 1.4994 0.13 -0.04 0.03
O 3.7463 -4.8868 0.8390 -0.06 0.08 0.14
C 1.7995 -3.6623 1.3555 0.07 -0.02 0.01
C 0.8568 -4.6813 1.3416 0.02 -0.16 -0.01
C -0.4727 -4.3656 1.1322 -0.03 -0.11 0.02
C -0.8162 -3.0435 0.9279 0.13 0.32 -0.01
N 0.0871 -2.0495 0.9139 0.19 -0.33 -0.02
C 1.3769 -2.3703 1.1265 -0.33 0.14 0.03
H 4.9273 -3.4459 2.5236 0.02 -0.02 -0.01
H 3.4995 -2.6339 3.0460 -0.08 -0.01 0.06
H 1.1779 -5.7064 1.4890 -0.01 0.06 -0.04
H -1.2362 -5.1317 1.1107 0.03 0.04 0.03
H -1.8501 -2.7601 0.7606 0.04 0.00 -0.03
H 2.0983 -1.5605 1.0958 -0.05 -0.03 -0.05
```
Positions in Å, forces in eV/Å.

Computed properties:
Multiplicity = 2
Largest force on an atom = 1.1 eV/A
Relative energy (zero: lowest compared OMol25 entry of this formula, charge and spin) = 30.0 kJ/mol
LUMO (alpha / beta) = -0.111 / -0.218 hartree
Net charge = +1
Frontier orbital gap (alpha / beta) = 8.70 / 5.78 eV

# 2
Computed, not measured: a molecular structure, C23H22BaN4O in a non-equilibrium geometry, with wB97M-V/def2-TZVPD.

```
51
Properties=species:S:1:pos:R:3:forces:R:3
Ba 0.0092 -0.5400 -0.0311 0.07 0.18 -1.32
C -0.7832 -4.5054 2.7146 0.07 0.03 0.01
C -0.0554 -4.2906 3.8729 0.03 0.22 -0.25
C 0.7475 -3.1657 3.9479 -0.06 0.15 -0.14
C 0.7630 -2.2438 2.8982 -0.14 -0.69 0.49
N 0.0690 -2.4734 1.7756 0.20 -0.14 0.34
C -0.6514 -3.5859 1.6904 -0.16 -0.35 0.20
C 1.5724 -1.0078 2.9788 0.62 0.24 0.70
C 2.4452 -0.7917 4.0488 -0.21 0.05 -0.26
C 3.2637 0.3229 4.0376 -0.14 -0.09 -0.17
C 3.1915 1.1996 2.9719 -0.24 -0.10 -0.12
C 2.2453 0.9644 1.9720 0.61 0.11 0.67
N 1.4683 -0.1184 1.9879 0.41 -0.01 0.61
C 2.1436 1.8993 0.8320 0.30 0.85 -0.09
C 2.5618 3.2238 0.9772 -0.16 -0.21 -0.03
C 2.6016 4.0518 -0.1307 -0.05 -0.22 -0.16
C 2.2221 3.5350 -1.3604 0.00 -0.02 0.12
C 1.7619 2.2287 -1.4062 0.11 0.29 -0.29
N 1.7084 1.4298 -0.3443 0.54 0.26 0.16
H -1.4227 -5.3652 2.6044 -0.03 -0.11 -0.07
H -0.0995 -4.9823 4.6972 -0.01 -0.12 0.10
H 1.3508 -3.0172 4.8251 -0.02 0.05 0.13
H -1.1447 -3.7826 0.7473 -0.06 0.00 -0.07
H 2.5011 -1.4778 4.8742 0.06 -0.08 0.05
H 3.9646 0.4877 4.8393 0.10 0.04 0.10
H 3.8718 2.0315 2.9088 0.02 0.10 0.00
H 2.8379 3.6084 1.9445 0.05 0.02 0.10
H 2.9400 5.0721 -0.0407 0.01 0.10 0.02
H 2.2778 4.1356 -2.2552 -0.05 -0.03 -0.08
H 1.4369 1.7963 -2.3441 -0.05 0.02 -0.05
O -2.1021 -1.6255 -0.5934 -0.99 -0.98 -0.10
C -3.0849 -1.3655 -1.6019 -0.69 0.17 -0.98
C -2.5727 -1.7204 -2.9973 0.22 0.11 0.35
C -1.3478 -0.8890 -3.4345 -0.09 -0.18 0.21
C -1.5651 0.5706 -3.1719 0.00 0.29 -0.54
C -2.0976 1.3910 -4.1647 0.08 -0.02 0.17
C -2.3809 2.7133 -3.8714 0.00 -0.15 0.18
C -2.1339 3.1767 -2.5859 0.01 0.05 -0.03
C -1.5785 2.3051 -1.6677 -0.13 0.30 -0.11
N -1.2862 1.0351 -1.9495 -0.08 -0.06 -0.01
H -2.1878 -2.5584 -0.3726 -0.07 -0.09 0.17
H -3.3149 -0.2999 -1.5370 -0.08 -0.23 0.07
H -3.9967 -1.9318 -1.3937 0.11 0.11 0.11
H -3.3825 -1.5607 -3.7091 -0.08 -0.02 0.02
H -2.3071 -2.7809 -3.0313 -0.11 0.00 -0.07
H -1.1951 -1.0506 -4.5022 0.20 -0.05 0.11
H -0.4471 -1.2368 -2.9028 -0.14 0.04 -0.24
H -2.2804 0.9964 -5.1532 -0.03 -0.07 -0.04
H -2.8046 3.3610 -4.6234 -0.01 0.08 -0.05
H -2.3655 4.1949 -2.3141 0.02 0.04 0.08
H -1.3674 2.6362 -0.6560 0.04 0.07 0.01
```
Positions in Å, forces in eV/Å.

Computed properties:
Largest force on an atom = 1.4 eV/A
LUMO = -0.220 hartree
Net charge = +2
Frontier orbital gap = 8.57 eV

# 3
Computed, not measured: a molecular structure, C23H22ClO2Pd in a non-equilibrium geometry, with wB97M-V/def2-TZVPD.

```
49
Properties=species:S:1:pos:R:3:forces:R:3
Pd -0.8393 -0.2083 -0.1592 -0.43 0.49 0.27
C 1.8167 3.0720 3.5456 -1.62 -0.48 1.79
C 2.3183 3.4486 2.3865 0.35 0.01 -4.15
C 1.9153 2.9100 1.1392 -1.40 -1.23 1.17
C 0.9186 1.9098 1.1250 0.30 1.00 2.25
C 0.3018 1.5580 2.4080 1.00 0.69 -2.38
C 0.7550 2.1607 3.5620 -0.65 -0.03 -0.09
H 2.0630 3.6655 4.3976 0.10 -0.07 0.74
H 2.8860 4.3148 2.2266 1.27 1.00 0.60
H 2.2777 3.4070 0.2623 0.15 -0.24 -0.52
H 0.5069 1.5869 0.1760 0.13 -0.08 -0.03
H -0.5888 0.9355 2.3768 0.17 0.00 0.33
H 0.1059 2.1101 4.4212 0.31 -0.42 0.47
Cl -5.6243 1.8963 -4.8737 -0.20 0.94 1.20
C -4.2727 1.8852 -3.7584 -1.74 -1.40 -1.59
C -3.2599 1.1630 -4.3968 1.15 -0.19 0.26
C -2.1096 0.9681 -3.6829 1.52 -0.76 -1.15
C -2.0040 1.3182 -2.2958 0.47 0.68 1.87
O -0.8819 1.2634 -1.6642 -2.60 0.80 -2.56
C -3.2933 1.8094 -1.5711 1.61 -1.64 -2.91
C -3.3012 1.5767 -0.1760 1.99 -1.10 6.47
O -2.6634 0.6298 0.4890 -3.10 4.07 -3.04
C -4.3809 2.1147 -2.3755 0.03 1.33 0.59
H -3.4712 0.7812 -5.4225 0.70 0.49 0.99
H -1.1892 0.5042 -4.1509 -1.23 0.57 0.65
H -3.6946 2.3404 0.6053 -0.30 -1.11 -1.73
H -5.2991 2.6271 -2.0209 0.62 -0.79 0.05
C -0.0228 -4.0802 1.0556 0.50 0.18 -0.49
C 0.5329 -2.5982 1.1131 -1.32 -0.43 1.07
C 0.9827 -2.4442 2.6069 1.34 1.20 -0.71
C -0.6144 -1.6586 1.0585 -1.35 -2.37 1.79
C 1.4996 -2.2205 0.0247 0.51 -0.02 0.13
C 1.1038 -1.5271 -1.1218 -0.18 0.94 -0.18
C 2.0770 -0.9939 -1.9581 0.51 -0.47 -0.81
C 3.4520 -1.2416 -1.7849 -0.69 0.82 -2.37
C 3.8217 -2.0040 -0.7164 2.49 -0.14 0.34
C 2.8635 -2.4473 0.1586 -0.04 -1.57 1.45
H -1.0676 -4.1812 1.4280 0.92 0.18 0.15
H 0.6923 -4.7535 1.5793 -0.69 0.35 -0.22
H -0.0563 -4.3849 0.0168 -0.03 -0.22 -0.29
H 0.0504 -2.7099 3.1364 0.94 0.10 0.42
H 1.3203 -1.3548 2.8212 -0.65 -1.83 -0.18
H 1.8485 -3.1329 2.7831 -0.90 0.49 0.33
H -1.5097 -1.9554 1.7083 0.99 0.76 -0.87
H 0.0117 -1.2738 -1.3968 1.83 -1.33 -0.28
H 1.7701 -0.5134 -2.8760 -0.09 0.29 0.04
H 4.1349 -0.9320 -2.6470 -0.78 -0.32 1.71
H 4.9273 -2.2169 -0.5366 -1.73 0.11 -0.22
H 3.1905 -3.1235 0.9743 -0.21 0.75 -0.36
```
Positions in Å, forces in eV/Å.

Computed properties:
Multiplicity = 5
Largest force on an atom = 6.9 eV/A
LUMO (alpha / beta) = -0.182 / -0.255 hartree
Net charge = +1
Frontier orbital gap (alpha / beta) = 5.20 / 4.64 eV

| no. | energy (eV) |
| --- | --- |
| 1 | -114114.0065 |
| 2 | -32899.3355 |
| 3 | -44289.7192 |